# 1
The following is a DFT calculation (the ωB97M-V functional and the def2-TZVPD basis) of a structure of composition C38H48F18N19O12S6Zn.

Calculated values
- molar mass (g/mol) = 1562.68
- largest force on an atom (hartree/bohr) = 0.1805
- charge = -1
- E_HOMO (eV) = -6.634

Each line ends with the Mulliken charge.
Geometry (Å):
1 Zn 1.30842 2.88425 -0.57609  1.859
2 C -0.88765 6.54040 0.39553  0.586
3 F -0.67780 5.73797 1.45886  -0.225
4 F -2.22298 6.77571 0.25536  -0.152
5 F -0.09190 7.49298 0.57344  -0.157
6 S -0.30185 5.48182 -1.12524  -0.062
7 O -1.18784 4.32043 -1.15890  -0.329
8 O -0.44918 6.34842 -2.28421  -0.496
9 N 1.26308 4.79577 -0.76972  0.353
10 S 2.22211 5.88175 -1.37040  0.664
11 O 2.75856 5.31184 -2.58099  -0.608
12 O 1.88458 7.30730 -1.31510  -0.579
13 C 3.64675 5.70319 0.07799  0.507
14 F 2.98744 5.71188 1.25118  -0.223
15 F 4.20796 4.49128 -0.16987  -0.157
16 F 4.52177 6.67198 -0.00289  -0.215
17 C 5.49249 -9.90335 0.70777  0.682
18 F 4.92662 -10.07507 -0.54565  -0.225
19 F 4.65665 -10.50567 1.53745  -0.220
20 F 6.71268 -10.35629 0.81833  -0.197
21 S 5.45326 -8.01741 1.07804  0.855
22 O 4.04982 -7.69877 1.30139  -0.484
23 O 6.26319 -7.77956 2.25936  -0.639
24 N 6.20449 -7.33227 -0.45884  -0.550
25 S 4.86445 -6.75095 -1.09031  1.140
26 O 3.79276 -7.68624 -1.45032  -0.618
27 O 4.35791 -5.53963 -0.51611  -0.542
28 C 5.56715 -6.22436 -2.86206  0.438
29 F 6.61410 -5.45242 -2.66349  -0.232
30 F 6.01632 -7.32445 -3.56103  -0.231
31 F 4.65447 -5.51443 -3.53669  -0.178
32 C -2.70408 1.69282 -0.63290  0.614
33 F -2.25483 1.72032 -1.89937  -0.172
34 F -3.41665 2.78700 -0.21488  -0.102
35 F -3.42604 0.60674 -0.49417  -0.147
36 S -1.19406 1.51171 0.60247  -0.195
37 O -1.16208 2.79310 1.34640  -0.268
38 O -1.47259 0.33802 1.40848  -0.144
39 N 0.21816 1.29521 -0.49231  0.653
40 S 0.12148 -0.18111 -1.01245  -0.573
41 O -1.11807 -0.93052 -1.11457  -0.125
42 O 0.89776 -0.27002 -2.25916  -0.436
43 C 1.34912 -1.05252 0.17453  0.248
44 F 1.32643 -2.34764 -0.16564  -0.089
45 F 2.56915 -0.55786 -0.08341  -0.145
46 F 1.06029 -0.80744 1.45763  -0.018
47 C 1.08659 -1.18325 -5.23988  -0.369
48 C 0.36657 0.00811 -5.78277  0.465
49 N -0.20505 0.91260 -6.21394  -0.494
50 H 1.81432 -0.86085 -4.49518  0.040
51 H 1.67431 -1.80444 -5.91576  0.400
52 H 0.39385 -1.80350 -4.67111  0.021
53 C 2.43931 -3.43840 2.67275  -0.362
54 C 1.23613 -4.28908 2.85424  0.170
55 N 0.23611 -4.89605 2.98197  -0.582
56 H 3.12708 -3.96551 3.33397  0.500
57 H 2.33799 -2.40630 3.00833  0.040
58 H 2.86287 -3.46270 1.66870  0.255
59 C 4.92660 3.10067 2.99620  0.036
60 C 6.24286 3.38948 2.46742  0.106
61 N 7.27223 3.66717 2.10824  -0.436
62 H 4.58287 2.07386 2.87133  -0.089
63 H 4.21981 3.81129 2.56776  -0.020
64 H 4.89001 3.19092 4.08185  0.401
65 C 5.73643 1.41746 -1.59692  -1.344
66 C 4.31790 1.73662 -1.44561  0.520
67 N 3.20482 2.04416 -1.30596  -0.502
68 H 6.14497 1.01782 -0.66876  0.303
69 H 6.25683 2.26147 -2.04962  0.363
70 H 5.86315 0.63771 -2.34795  0.402
71 C -1.55705 -5.31419 -3.26991  -0.493
72 C -0.45706 -5.67856 -4.14598  0.273
73 N 0.37894 -6.03172 -4.82894  -0.388
74 H -1.80062 -6.05415 -2.50752  0.321
75 H -2.47443 -5.22712 -3.85210  0.307
76 H -1.39025 -4.32094 -2.85309  -0.025
77 C -5.72711 4.75144 2.77548  -0.595
78 C -6.71149 4.90994 1.67609  0.222
79 N -7.41236 5.05842 0.85395  -0.318
80 H -5.77608 3.72638 3.14282  0.246
81 H -6.08874 5.35553 3.60759  0.350
82 H -4.72847 4.93192 2.37769  0.118
83 C -2.34927 -2.13468 4.62342  -0.801
84 C -0.93054 -1.69433 4.88200  0.497
85 N 0.19309 -1.33070 5.00199  -0.534
86 H -3.06026 -1.30851 4.61695  0.281
87 H -2.54809 -2.72238 5.51963  0.360
88 H -2.53041 -2.62343 3.66613  0.202
89 C -6.30564 5.67868 -2.55421  -0.230
90 C -7.59889 5.43869 -3.18222  0.193
91 N -8.65033 5.33345 -3.66803  -0.392
92 H -5.63291 4.89408 -2.90051  0.123
93 H -6.44817 5.70416 -1.47387  0.030
94 H -5.89228 6.63135 -2.88534  0.273
95 C 5.79512 -1.08416 4.46446  -0.930
96 C 5.47557 -1.22183 2.98679  0.369
97 N 5.27923 -1.37225 1.87874  -0.328
98 H 6.39248 -0.19378 4.66067  0.311
99 H 6.41799 -1.82362 4.96778  0.365
100 H 4.88855 -1.08636 5.06962  0.264
101 C 0.75723 -7.83141 0.55755  -0.230
102 C -0.45373 -8.32729 1.13519  0.231
103 N -1.38880 -8.80529 1.60310  -0.468
104 H 1.61277 -8.48184 0.73942  0.122
105 H 1.07960 -6.92310 1.06661  0.027
106 H 0.58346 -7.68489 -0.50849  0.287
107 C -8.61931 0.76617 -0.14900  -0.460
108 C -10.01932 0.92696 -0.52506  0.190
109 N -11.11707 1.01252 -0.83654  -0.358
110 H -8.39834 1.63935 0.46486  0.160
111 H -7.96057 0.90248 -1.00666  0.203
112 H -8.59686 -0.14142 0.45422  0.259
113 C 1.29123 1.60649 3.65189  -1.044
114 C 1.89380 2.12662 2.47335  0.522
115 N 2.25070 2.62994 1.43649  -0.166
116 H 1.40612 0.53546 3.81864  0.141
117 H 0.22904 1.80637 3.79299  0.155
118 H 1.92203 2.04503 4.42511  0.516
119 C -2.17718 4.20204 6.27129  -0.838
120 C -1.51436 2.93949 5.99450  0.553
121 N -1.01740 1.90389 5.83697  -0.463
122 H -2.32972 4.71072 5.31941  0.205
123 H -1.59937 4.94102 6.82641  0.317
124 H -3.07257 3.98446 6.85354  0.278
125 C -4.07102 1.04122 -4.89610  -0.138
126 C -5.53957 1.20895 -5.00301  0.127
127 N -6.70318 1.23498 -5.03501  -0.436
128 H -3.72883 0.07768 -4.51850  0.197
129 H -3.66106 1.87259 -4.32263  -0.034
130 H -3.81530 1.11910 -5.95282  0.303
131 C -0.83260 4.53207 -4.89980  -0.966
132 C 0.08907 3.75490 -4.04325  0.530
133 N 0.85702 3.17014 -3.39410  -0.409
134 H -0.65101 5.55296 -4.56380  0.314
135 H -1.85666 4.15884 -4.91063  0.178
136 H -0.47499 4.39810 -5.92072  0.381
137 C -3.96680 -2.94915 -0.05209  -0.803
138 C -3.79405 -2.56291 -1.44451  0.449
139 N -3.63191 -2.25570 -2.53837  -0.448
140 H -5.04095 -3.00262 0.12524  0.390
141 H -3.62777 -2.18241 0.64453  0.129
142 H -3.49253 -3.89694 0.20259  0.332

# 2
The following is a DFT calculation (the ωB97M-V functional and the def2-TZVPD basis) of a structure of composition C38H49GaN3P.

Calculated values
- molar mass (g/mol) = 648.53
- largest force on an atom (hartree/bohr) = 0.0154
- energy relative to the best compared isomer or geometry (same formula, charge and spin) (eV) = 2.8168
- charge = +2
- E_HOMO (spin up / spin down) (eV) = -13.207 / -13.447

Each line ends with the Mulliken charge.
Geometry (Å):
1 Ga -0.53540 0.83601 -0.90886  1.578
2 C 4.60058 2.10613 0.39996  -1.898
3 C 3.20456 2.11845 1.02105  1.991
4 C 3.28283 2.80544 2.38805  -1.718
5 C 2.16202 2.77686 0.13494  1.276
6 C 0.89954 3.10057 0.63273  -0.661
7 C -0.05698 3.72164 -0.16644  -1.026
8 C 0.21731 4.05168 -1.49855  0.767
9 C -0.77098 4.83151 -2.30763  -1.679
10 C 1.46717 3.70774 -2.00123  -0.875
11 C 2.41764 3.08608 -1.20143  -0.269
12 H 5.30543 1.65272 1.09124  0.458
13 H 4.92775 3.12321 0.20846  0.433
14 H 4.63428 1.53789 -0.52583  0.339
15 H 2.88745 1.07461 1.16903  -1.001
16 H 3.48568 3.86356 2.25286  0.445
17 H 4.09270 2.37720 2.97269  0.450
18 H 2.36426 2.69867 2.95853  0.338
19 H 0.66687 2.92788 1.67641  0.170
20 H -1.00221 4.02362 0.27011  0.529
21 H -1.78842 4.47902 -2.14300  0.332
22 H -0.54499 4.80062 -3.37090  0.407
23 H -0.73708 5.87886 -2.00054  0.431
24 H 1.72696 3.97048 -3.01652  0.448
25 H 3.38719 2.88599 -1.62729  0.515
26 C -4.56042 -1.67603 1.73958  -1.733
27 C -3.86957 -0.97272 0.56174  0.778
28 C -4.12116 0.53507 0.60711  -1.282
29 P -2.03072 -1.21975 0.32837  0.742
30 C -1.68273 -2.97963 -0.23485  1.404
31 C -1.76829 -3.00857 -1.75827  -1.442
32 C -2.57097 -4.04125 0.39388  -1.770
33 C -1.15844 -0.88765 1.85645  0.024
34 C -1.68233 -0.58196 3.10714  -0.995
35 C -0.84622 -0.27682 4.17363  0.364
36 C -1.38594 -0.00648 5.53010  -1.638
37 C 0.54073 -0.20826 3.94482  -1.476
38 C 1.08536 -0.51900 2.72808  -0.917
39 C 0.24724 -0.87113 1.64555  0.519
40 N 0.68572 -1.09502 0.37998  0.195
41 C 1.85775 -1.74122 0.18503  -0.553
42 C 2.61199 -1.49186 -1.01081  1.406
43 C 2.11732 -0.56245 -2.06600  -1.285
44 C 3.84307 -2.08415 -1.17024  -0.989
45 C 4.36157 -3.00220 -0.24803  0.440
46 C 5.68210 -3.63486 -0.46860  -1.630
47 C 3.55830 -3.35289 0.83587  -0.863
48 C 2.33748 -2.76229 1.07958  1.074
49 C 1.51705 -3.36504 2.18054  -1.805
50 H -5.54467 -2.00992 1.41965  0.378
51 H -4.71465 -0.99018 2.56990  0.551
52 H -4.01950 -2.54297 2.10491  0.357
53 H -4.28496 -1.37646 -0.37104  0.631
54 H -3.62000 0.98524 1.46255  0.286
55 H -5.18950 0.72664 0.69998  0.563
56 H -3.76321 1.03162 -0.29724  0.117
57 H -0.64107 -3.15098 0.05899  -0.169
58 H -2.79770 -2.89981 -2.09468  0.353
59 H -1.39957 -3.96208 -2.12873  0.468
60 H -1.16157 -2.21122 -2.19560  0.273
61 H -3.61469 -3.90524 0.12552  0.360
62 H -2.47650 -4.05686 1.47771  0.368
63 H -2.25752 -5.01401 0.01858  0.490
64 H -2.74658 -0.60366 3.26457  0.274
65 H -2.41214 -0.33899 5.63506  0.420
66 H -1.35030 1.06406 5.72677  0.332
67 H -0.77683 -0.49180 6.28864  0.419
68 H 1.18048 0.10547 4.75697  0.542
69 H 2.15029 -0.43934 2.56648  0.684
70 H 2.07668 0.47357 -1.70003  0.022
71 H 1.11587 -0.84589 -2.40151  0.074
72 H 2.78876 -0.58532 -2.92109  0.558
73 H 4.42766 -1.84838 -2.04684  0.504
74 H 6.39288 -2.92835 -0.89029  0.424
75 H 5.58610 -4.45313 -1.18495  0.332
76 H 6.07941 -4.04963 0.45202  0.422
77 H 3.89789 -4.13294 1.50349  0.583
78 H 1.64342 -4.44559 2.15907  0.630
79 H 0.45761 -3.14472 2.09109  0.093
80 H 1.85048 -3.01388 3.15573  0.414
81 N -2.47105 4.08830 -6.62441  -0.404
82 C -2.66858 3.32248 -5.79885  -0.121
83 C -2.89989 2.36484 -4.77624  0.314
84 C -4.16104 1.79168 -4.59927  -0.370
85 C -4.30497 0.81744 -3.62580  -1.105
86 C -3.20199 0.47928 -2.86014  -0.507
87 N -2.01059 1.05817 -2.99000  -0.185
88 C -1.85502 1.97312 -3.93733  -0.359
89 H -4.99315 2.09869 -5.21721  0.540
90 H -5.25544 0.33497 -3.45809  0.490
91 H -3.25475 -0.30033 -2.10797  0.847
92 H -0.86318 2.39584 -4.03889  0.761